(1)
Here is 7 unconnected molecules or ions with the total composition H14O7 in a non-equilibrium geometry from OMol25. Energies are from the ωB97M-V functional and the def2-TZVPD basis.

## Properties
Total charge: 0
HOMO-LUMO gap: 11.25 eV
E_HOMO: -10.91 eV
SMILES: O.O.O.O.O.O.O
Relative energy (zero: lowest compared OMol25 entry of this formula, charge and spin): 21.3 kcal/mol

Each line ends with the natural charge from an NBO analysis.
Geometry (Å):
O  6.841  9.136  4.484  -0.987
H  7.253  8.289  4.356  0.517
H  7.241  9.734  3.856  0.483
O  5.832  3.855  4.522  -1.009
H  6.620  3.371  4.880  0.482
H  5.421  3.483  3.716  0.518
O  4.596  7.786  5.687  -0.958
H  5.400  8.302  5.582  0.482
H  3.894  8.455  5.595  0.474
O  4.125  9.015  3.223  -0.995
H  5.022  9.135  3.654  0.507
H  3.764  9.882  3.057  0.480
O  3.876  3.491  2.818  -1.006
H  3.788  4.483  2.743  0.519
H  3.043  3.040  2.755  0.484
O  4.052  6.207  2.986  -1.001
H  3.960  7.156  2.773  0.514
H  4.393  6.249  3.879  0.501
O  6.906  6.525  3.519  -1.003
H  6.543  5.757  4.015  0.509
H  6.272  6.609  2.758  0.489

***

(2)
Here is C3H5N3O in the gas phase in a non-equilibrium geometry from OMol25. Energies are from the ωB97M-V functional and the def2-TZVPD basis.

## Properties
Total charge: 0
HOMO-LUMO gap: 10.15 eV
E_HOMO: -9.81 eV
SMILES: Cc1nncn1O
Relative energy (zero: lowest compared OMol25 entry of this formula, charge and spin): 70.6 kcal/mol

Each line ends with the natural charge from an NBO analysis.
Geometry (Å):
C  -1.586  -0.763  -0.077  -0.663
C  -0.106  -0.566  0.015  0.302
C  1.854  0.421  -0.091  0.116
H  -2.139  -0.601  0.865  0.230
H  -1.951  -0.140  -0.882  0.235
H  -1.774  -1.817  -0.332  0.251
H  2.672  1.153  -0.085  0.219
H  -0.239  2.184  0.798  0.478
N  0.829  -1.498  0.003  -0.285
N  2.046  -0.843  -0.037  -0.284
N  0.532  0.643  -0.058  -0.082
O  -0.138  1.827  -0.121  -0.516

***

(3)
Here is 2 unconnected molecules or ions with the total composition C2H5Cl3Si in a non-equilibrium geometry from OMol25. Energies are from the ωB97M-V functional and the def2-TZVPD basis.

## Properties
Total charge: 0
HOMO-LUMO gap: 9.41 eV
E_HOMO: -9.10 eV
Relative energy (zero: lowest compared OMol25 entry of this formula, charge and spin): 107.9 kcal/mol

Each line ends with the natural charge from an NBO analysis.
Geometry (Å):
C  -0.724  0.693  0.725  -0.553
C  -0.035  -0.929  -0.690  -0.744
Si  1.873  -0.851  -0.489  1.318
Cl  -0.954  -2.332  -0.472  0.032
Cl  2.219  -1.360  1.408  -0.355
Cl  2.610  0.992  -0.980  -0.356
H  -0.186  1.609  0.492  0.204
H  -1.911  0.622  0.718  0.228
H  -0.206  0.155  1.513  0.200
H  -0.410  -0.403  -1.642  0.238
H  2.542  -1.749  -1.246  -0.213

***

(4)
Here is 2 unconnected molecules or ions with the total composition C35H39NO6P in a non-equilibrium geometry from OMol25. Energies are from the ωB97M-V functional and the def2-TZVPD basis.

## Properties
Total charge: -1
HOMO-LUMO gap: 5.72 eV
E_HOMO: -3.99 eV
Relative energy (zero: lowest compared OMol25 entry of this formula, charge and spin): 0.0 kcal/mol

Each line ends with the Mulliken charge.
Geometry (Å):
C  3.352  2.704  3.013  -1.676
C  2.057  2.245  2.376  0.237
O  1.743  0.928  2.861  -0.606
P  0.380  0.234  2.309  1.036
C  -0.817  1.355  2.940  -0.596
C  -2.121  0.826  3.167  0.362
O  -2.975  1.118  3.998  -0.781
O  -2.338  -0.088  2.155  0.031
C  -3.642  -0.679  2.177  -0.348
C  -3.771  -1.531  0.934  -1.025
O  0.330  0.005  0.843  -0.807
O  0.387  -1.081  3.233  -0.359
C  0.596  -2.407  2.667  -0.160
C  1.759  -3.079  3.353  -1.256
H  3.544  3.739  2.718  0.378
H  3.280  2.656  4.106  0.447
H  4.187  2.079  2.676  0.311
H  1.239  2.937  2.631  0.113
H  2.142  2.191  1.282  0.234
H  -0.485  2.063  3.686  0.474
H  -3.746  -1.290  3.089  0.507
H  -4.411  0.109  2.190  0.166
H  -4.424  -1.032  0.211  0.178
H  -2.798  -1.712  0.464  0.241
H  -4.235  -2.484  1.202  0.325
H  -0.336  -2.961  2.820  0.240
H  0.787  -2.298  1.590  0.330
H  1.829  -4.114  3.020  0.397
H  2.690  -2.572  3.085  0.282
H  1.642  -3.063  4.438  0.279
C  -7.639  3.865  0.976  -1.034
N  -6.854  3.051  0.071  0.167
C  -7.530  2.597  -1.131  -0.961
C  -5.575  2.680  0.339  1.035
C  -4.880  1.828  -0.562  -0.722
C  -3.513  1.682  -0.463  -0.746
C  -2.750  2.438  0.477  -0.103
C  -1.348  2.618  0.376  -0.779
C  -0.626  2.713  -0.852  0.691
C  0.737  3.165  -0.847  -1.511
C  1.564  3.151  -1.947  -0.105
C  2.972  3.598  -1.897  0.339
C  3.686  3.553  -0.680  0.321
C  5.032  3.915  -0.601  -0.622
C  5.709  4.359  -1.743  -0.378
C  5.012  4.452  -2.955  -0.614
C  3.666  4.088  -3.026  -0.398
C  1.052  2.575  -3.221  0.620
O  1.807  2.335  -4.178  -0.798
C  -0.394  2.246  -3.277  -0.145
C  -0.975  1.680  -4.511  0.029
C  -2.110  0.835  -4.430  -0.173
C  -2.694  0.286  -5.573  -0.737
C  -2.156  0.554  -6.838  -0.314
C  -1.034  1.387  -6.944  -0.650
C  -0.451  1.930  -5.797  -0.293
C  -1.167  2.444  -2.155  -0.808
C  -3.499  3.029  1.546  -0.899
C  -4.867  3.156  1.484  -1.143
H  -7.022  4.638  1.445  0.339
H  -8.433  4.342  0.393  0.304
H  -8.109  3.262  1.768  0.313
H  -6.921  2.796  -2.024  0.355
H  -7.741  1.516  -1.089  0.305
H  -8.474  3.143  -1.212  0.250
H  -5.419  1.319  -1.362  0.450
H  -2.990  1.001  -1.134  1.262
H  -0.816  2.915  1.282  0.643
H  1.105  3.604  0.080  1.201
H  3.179  3.197  0.217  -0.024
H  5.547  3.841  0.359  0.365
H  6.761  4.636  -1.684  0.357
H  5.516  4.808  -3.854  0.352
H  3.151  4.161  -3.980  0.361
H  -2.514  0.592  -3.444  0.449
H  -3.570  -0.357  -5.467  0.368
H  -2.608  0.118  -7.730  0.346
H  -0.605  1.614  -7.921  0.357
H  0.440  2.543  -5.899  0.385
H  -2.248  2.432  -2.281  1.337
H  -2.952  3.444  2.393  0.382
H  -5.411  3.649  2.292  0.321

***

(5)
Here is 2 unconnected molecules or ions with the total composition C33H54BN4O8S from OMol25. Energies are from the ωB97M-V functional and the def2-TZVPD basis.

## Properties
Total charge: +1
HOMO-LUMO gap: 7.04 eV
E_HOMO: -10.78 eV

Each line ends with the Mulliken charge.
Geometry (Å):
C  -3.035  1.926  3.396  -1.490
C  -1.948  2.834  3.973  1.114
C  -2.045  2.808  5.508  -1.653
C  -0.501  2.378  3.576  -2.166
C  -0.398  1.460  2.402  0.795
C  -0.374  1.933  1.062  0.575
C  -0.519  3.322  0.700  -0.336
B  -0.816  4.573  1.636  0.368
O  0.167  5.213  2.346  -0.648
O  -2.095  5.062  1.735  -0.708
C  -0.428  3.658  -0.635  0.889
C  -0.520  5.092  -1.117  -1.012
C  0.738  5.943  -0.839  -0.873
C  2.072  5.236  -1.058  -0.662
C  2.440  4.869  -2.495  -0.437
S  2.444  6.272  -3.648  -0.180
C  0.777  6.246  -4.138  0.397
N  -0.062  7.212  -4.053  -0.176
N  -1.253  6.738  -4.587  -0.395
C  -1.034  5.533  -4.937  0.040
O  0.234  5.133  -4.691  -0.277
C  -0.222  2.675  -1.629  -0.463
C  -0.118  1.351  -1.334  0.195
C  0.065  0.370  -2.464  -1.746
C  -1.264  0.076  -3.192  0.579
C  -1.277  -1.286  -3.852  -1.530
O  -2.390  0.167  -2.322  -0.588
C  -0.196  0.972  0.031  -0.157
C  -0.094  -0.385  0.381  -0.846
C  -0.169  -0.807  1.656  0.826
C  -0.042  -2.273  1.978  -0.082
C  -0.207  -3.196  0.774  -1.231
C  -0.076  -4.675  1.186  -0.395
C  -1.136  -5.629  0.667  0.116
O  -0.940  -6.810  0.600  -0.506
O  -2.347  -5.088  0.282  -0.494
N  -0.314  0.137  2.656  0.681
C  -0.365  -0.346  4.058  -1.073
C  0.999  -0.335  4.766  -0.727
C  1.812  -1.629  4.661  -0.946
N  2.808  -1.590  3.584  -0.448
H  -3.167  2.081  2.325  0.280
H  -3.981  2.199  3.864  0.543
H  -2.862  0.878  3.632  0.189
H  -2.131  3.859  3.675  0.232
H  -2.099  1.782  5.876  0.338
H  -2.913  3.373  5.840  0.465
H  -1.158  3.266  5.951  0.378
H  -0.093  1.915  4.466  0.626
H  0.159  3.232  3.437  0.784
H  -0.190  5.573  3.167  0.382
H  -2.623  4.874  0.953  0.366
H  -0.657  5.063  -2.199  -0.186
H  -1.401  5.599  -0.726  0.606
H  0.724  6.269  0.200  0.309
H  0.697  6.817  -1.486  0.713
H  2.842  5.930  -0.712  0.508
H  2.177  4.346  -0.432  0.274
H  1.818  4.089  -2.929  -0.103
H  3.462  4.493  -2.502  0.488
H  -1.740  4.853  -5.380  0.432
H  -0.140  2.985  -2.665  0.586
H  0.732  0.861  -3.175  0.548
H  0.571  -0.545  -2.167  0.730
H  -1.377  0.834  -3.973  0.320
H  -1.492  -2.044  -3.098  0.292
H  -0.346  -1.499  -4.373  0.360
H  -2.085  -1.337  -4.580  0.396
H  -2.777  1.041  -2.398  0.344
H  0.048  -1.094  -0.412  0.113
H  -0.776  -2.586  2.718  0.494
H  0.965  -2.428  2.373  0.171
H  0.613  -3.003  0.079  0.328
H  -1.127  -3.001  0.228  0.597
H  0.862  -5.075  0.804  0.294
H  -0.020  -4.766  2.272  0.434
H  -2.244  -4.683  -0.588  0.322
H  -0.838  -1.316  4.113  0.738
H  -1.027  0.308  4.612  0.031
H  0.781  -0.176  5.824  0.473
H  1.576  0.537  4.453  0.349
H  2.317  -1.814  5.608  0.470
H  1.118  -2.453  4.489  0.201
H  3.723  -1.884  3.891  0.264
H  2.912  -0.663  3.195  0.186
C  0.745  -6.802  -5.036  -0.783
O  0.623  -5.969  -3.894  -0.338
C  0.112  -6.643  -2.756  -0.243
C  1.200  -7.007  -1.770  -0.257
O  2.089  -7.975  -2.298  -0.427
C  3.312  -7.437  -2.762  -0.712
H  1.321  -6.255  -5.779  0.251
H  1.263  -7.734  -4.799  0.331
H  -0.241  -7.033  -5.453  0.321
H  -0.442  -7.539  -3.050  0.324
H  -0.592  -5.958  -2.268  0.085
H  0.737  -7.437  -0.882  0.324
H  1.749  -6.106  -1.469  0.251
H  3.942  -7.126  -1.921  0.319
H  3.152  -6.584  -3.427  0.301
H  3.827  -8.222  -3.311  0.263

***

(6)
Here is 2 unconnected molecules or ions with the total composition C5H11Cl2OPS from OMol25. Energies are from the ωB97M-V functional and the def2-TZVPD basis.

## Properties
Total charge: 0
HOMO-LUMO gap: 9.64 eV
E_HOMO: -9.06 eV
SMILES: C=C(C)P(=O)(Cl)Cl.CCS
Relative energy (zero: lowest compared OMol25 entry of this formula, charge and spin): 0.0 kcal/mol

Each line ends with the natural charge from an NBO analysis.
Geometry (Å):
C  1.326  1.964  -0.527  -0.614
C  -0.800  -2.139  -0.385  -0.655
C  -1.153  -1.109  1.876  -0.312
C  2.477  1.036  -0.857  -0.496
C  -1.323  -1.123  0.567  -0.375
O  -1.811  0.537  -1.628  -1.051
P  -2.275  0.168  -0.294  1.768
S  2.637  -0.321  0.357  -0.066
Cl  -2.384  1.756  0.911  -0.248
Cl  -4.156  -0.523  -0.357  -0.253
H  1.221  2.713  -1.308  0.216
H  0.396  1.406  -0.462  0.216
H  1.495  2.471  0.421  0.201
H  -0.385  -1.640  -1.261  0.245
H  -1.613  -2.783  -0.727  0.229
H  -0.034  -2.753  0.080  0.232
H  2.795  0.462  1.425  0.113
H  -1.576  -0.343  2.501  0.213
H  -0.581  -1.880  2.365  0.207
H  3.430  1.566  -0.888  0.210
H  2.316  0.534  -1.811  0.220

***

| no. | calculated total energy (eV) |
| --- | --- |
| 1 | -14560.53655 |
| 2 | -9707.52367 |
| 3 | -47600.11439 |
| 4 | -59994.18562 |
| 5 | -68944.52476 |
| 6 | -52581.71566 |